<P>
ORCA calculation (ωB97M-V with the def2-TZVPD basis set) on one molecule with the formula C9H10O3.

Each line ends with the Löwdin charge.
Element x y z (Å)
O (2.57, 0.56, -0.90)  -0.09
O (0.21, -2.76, 2.46)  0.02
O (-1.91, 1.62, -1.19)  -0.09
C (-0.28, -0.96, 0.86)  -0.23
C (0.26, 0.95, -0.96)  0.08
C (3.62, -0.22, -0.44)  -0.13
C (-1.31, -0.25, 0.35)  0.00
C (-3.27, 1.61, -0.73)  -0.07
C (-1.06, 0.75, -0.59)  -0.27
C (1.30, 0.15, -0.46)  -0.21
C (1.08, -0.77, 0.59)  0.05
C (-0.58, -2.02, 1.84)  -0.20
H (-1.72, -2.20, 1.94)  0.14
H (1.85, -1.35, 1.18)  0.14
H (-2.31, -0.42, 0.79)  0.12
H (0.46, 1.72, -1.68)  0.13
H (-3.68, 2.47, -1.25)  0.09
H (4.50, 0.04, -1.08)  0.11
H (-3.83, 0.65, -1.01)  0.12
H (-3.28, 1.79, 0.37)  0.10
H (3.92, -0.14, 0.67)  0.12
H (3.46, -1.23, -0.74)  0.07

frontier orbital gap: 8.97 eV
net charge: 0
LUMO: 0.033 eV
SMILES string: COc1cc(C=O)cc(OC)c1
highest occupied orbital energy: -0.32829 hartree

---

<Q>
ORCA calculation (ωB97M-V with the def2-TZVPD basis set) on one molecule with the formula C9H10O3.

Each line ends with the Löwdin charge.
Element x y z (Å)
O (3.77, -0.62, -0.98)  0.09
O (0.94, -0.55, 1.30)  -0.05
O (2.73, 1.12, -0.31)  0.16
C (-3.69, -1.36, -0.61)  -0.06
C (1.89, -1.02, 0.40)  -0.11
C (-1.48, -0.72, 0.40)  0.02
C (-2.74, -0.26, -0.17)  -0.32
C (2.78, -0.05, -0.31)  -0.54
C (-0.54, 1.38, 0.79)  0.00
C (-0.25, -0.07, 0.71)  -0.21
C (-2.66, 0.96, -0.52)  -0.12
C (-1.54, 1.77, -0.14)  -0.08
H (-3.34, 1.58, -1.25)  0.15
H (-4.36, -1.58, 0.24)  0.07
H (-4.45, -1.01, -1.48)  0.13
H (-1.32, -1.82, 0.27)  0.12
H (-1.61, 2.91, -0.31)  0.12
H (2.34, -1.50, 1.21)  0.13
H (0.32, 2.11, 0.91)  0.12
H (4.10, -0.02, -1.72)  0.16
H (1.43, -1.68, -0.37)  0.16
H (-3.28, -2.31, -0.96)  0.07

frontier orbital gap: 9.40 eV
net charge: 0
LUMO: 0.567 eV
SMILES string: Cc1cccc(OCC(=O)O)c1
highest occupied orbital energy: -0.32476 hartree

---

Energies relative to the most stable structure, in kJ/mol: <P> 0.0; <Q> 162.2.

---

<P>
ORCA calculation (ωB97M-V with the def2-TZVPD basis set) on a 2-piece molecular cluster, C2HFN2O overall.

Each line ends with the Löwdin charge.
Element x y z (Å)
F (2.90, -0.77, -0.05)  -0.25
O (-0.77, 1.15, -0.12)  0.03
N (0.63, 1.11, -0.03)  0.13
N (-0.18, -0.98, 0.02)  0.14
C (-1.17, -0.06, 0.06)  -0.18
C (0.90, -0.13, 0.08)  -0.06
H (-2.31, -0.32, 0.03)  0.18

frontier orbital gap (spin up / spin down): 9.29 / 9.29 eV
net charge: 0
LUMO (spin up / spin down): -2.982 / -2.986 eV
highest occupied orbital energy (spin up / spin down): -0.45103 / -0.45100 hartree

---

<Q>
ORCA calculation (ωB97M-V with the def2-TZVPD basis set) on a 2-piece molecular cluster, C2HFN2O overall.

Each line ends with the Löwdin charge.
Element x y z (Å)
F (-1.72, 0.68, 2.13)  0.22
O (0.54, 0.82, -0.22)  0.05
N (1.42, 0.30, -0.80)  -0.23
N (-2.94, -0.73, 0.70)  0.17
C (-2.44, -0.01, 1.42)  -0.40
C (2.16, -0.47, -1.30)  0.15
H (2.98, -0.59, -1.92)  0.04

frontier orbital gap: 10.89 eV
net charge: 0
LUMO: 0.564 eV
SMILES string: C#[N+][O-].N#CF
highest occupied orbital energy: -0.37966 hartree

---

Energies relative to the most stable structure, in kJ/mol: <P> 121.0; <Q> 0.0.

---

<P>
ORCA calculation (ωB97M-V with the def2-TZVPD basis set) on an isolated ion of composition C2H4ClO2S and charge -1.

Each line ends with the Löwdin charge.
Element x y z (Å)
Cl (-0.15, 2.05, -1.85)  -0.28
S (-0.51, 1.47, 0.45)  0.62
O (-1.86, 1.02, 0.56)  -0.50
O (0.62, 0.70, 1.42)  -0.36
C (0.03, -1.17, -0.07)  -0.11
C (0.59, 0.13, 0.12)  -0.67
H (0.38, -1.92, 0.71)  0.11
H (-1.01, -1.04, -0.09)  0.04
H (0.33, -1.48, -1.03)  0.06
H (1.58, 0.23, -0.22)  0.09

frontier orbital gap: 7.81 eV
net charge: -1
LUMO: 4.026 eV
highest occupied orbital energy: -0.13919 hartree

---

<Q>
ORCA calculation (ωB97M-V with the def2-TZVPD basis set) on an isolated ion of composition C2H4ClO2S and charge -1.

Each line ends with the Löwdin charge.
Element x y z (Å)
Cl (0.21, -2.26, -0.55)  0.52
S (-1.78, 0.34, -0.09)  0.64
O (-1.44, 1.12, 1.09)  -0.57
O (-1.92, 1.06, -1.41)  -0.61
C (0.12, -0.53, -0.52)  -0.92
C (0.96, 0.03, 0.51)  -0.29
H (0.50, -0.21, 1.42)  0.03
H (1.95, -0.54, 0.63)  0.08
H (0.35, -0.13, -1.49)  0.04
H (1.06, 1.13, 0.42)  0.09

frontier orbital gap: 6.75 eV
net charge: -1
LUMO: 3.633 eV
highest occupied orbital energy: -0.11462 hartree

---

Energies relative to the most stable structure, in kJ/mol: <P> 82.1; <Q> 0.0.

---

<P>
ORCA calculation (ωB97M-V with the def2-TZVPD basis set) on a 2-piece molecular cluster, C2H2OS2 overall.

Each line ends with the Löwdin spin population.
Element x y z (Å)
S (-0.14, -1.64, -2.78)  0.00
S (0.01, 1.64, 2.24)  1.13
O (-0.22, 0.92, -1.95)  0.00
C (0.12, 0.15, 1.74)  0.74
C (-0.09, -0.15, -2.39)  0.00
H (0.03, -0.15, 0.64)  0.06
H (0.29, -0.77, 2.48)  0.06

frontier orbital gap (spin up / spin down): 7.40 / 8.62 eV
net charge: 0
LUMO (spin up / spin down): 0.471 / -2.183 eV
highest occupied orbital energy (spin up / spin down): -0.25456 / -0.39711 hartree
multiplicity: 3

---

<Q>
ORCA calculation (ωB97M-V with the def2-TZVPD basis set) on C2H2OS2 as an isolated structure.

Each line ends with the Löwdin spin population.
Element x y z (Å)
S (2.24, 0.16, -1.04)  0.81
S (2.12, -1.87, -0.61)  0.92
O (-0.37, 1.22, 0.20)  0.01
C (0.61, -1.21, 0.05)  0.12
C (0.68, 0.08, -0.30)  0.12
H (-0.09, -1.97, 0.50)  0.01
H (-0.95, 1.39, -0.48)  0.00

frontier orbital gap (spin up / spin down): 6.72 / 5.96 eV
net charge: 0
LUMO (spin up / spin down): 0.593 / -3.047 eV
highest occupied orbital energy (spin up / spin down): -0.22520 / -0.33082 hartree
multiplicity: 3

---

Energies relative to the most stable structure, in kJ/mol: <P> 0.0; <Q> 269.4.